{
  "formula": "C20H42B2ClLiNO9Si2",
  "method": "ωB97M-V/def2-TZVPD",
  "elements": ["C", "C", "N", "C", "C", "Si", "C", "C", "C", "C", "C", "O", "C", "C", "O", "C", "C", "C", "Cl", "O", "Si", "C", "C", "O", "O", "B", "C", "O", "B", "O", "O", "C", "C", "C", "O", "H", "H", "H", "H", "H", "H", "H", "H", "H", "H", "H", "H", "H", "H", "H", "H", "H", "H", "H", "H", "H", "H", "H", "H", "H", "H", "H", "H", "H", "H", "H", "H", "H", "H", "H", "H", "H", "H", "H", "H", "H", "H", "Li"],
  "coordinates": [[5.08, 0.77, -0.46], [3.76, 1.43, -0.87], [2.79, 0.47, -1.45], [1.71, 1.19, -2.14], [0.97, 2.26, -1.29], [0.36, 1.72, 0.43], [-1.51, 1.48, 0.37], [-2.10, 1.35, -1.08], [-3.46, 0.63, -0.97], [-4.58, 1.55, -0.44], [-5.53, 0.76, 0.47], [-6.63, 0.19, -0.24], [-6.36, -0.99, -0.82], [-7.07, -1.24, -2.14], [-5.65, -1.82, -0.37], [0.68, 3.25, 1.54], [0.64, 2.96, 3.04], [1.89, 2.28, 3.60], [-0.88, 2.12, 3.57], [1.24, 0.49, 1.13], [0.70, -1.08, 1.01], [-0.58, -1.58, 2.33], [-0.16, -1.19, 3.71], [0.96, -1.05, 4.05], [-1.18, -1.04, 4.59], [2.28, -2.26, 1.37], [2.07, -3.70, 2.04], [3.55, -1.89, 1.04], [-0.03, -1.66, -0.75], [-1.37, -1.83, -1.07], [0.91, -1.98, -1.77], [1.18, -3.32, -1.95], [3.53, -0.33, -2.39], [4.23, 0.30, -3.60], [3.67, -1.49, -2.26], [4.95, -0.25, -0.11], [5.58, 1.33, 0.33], [5.79, 0.76, -1.29], [3.36, 1.93, 0.01], [3.97, 2.21, -1.61], [2.17, 1.74, -2.99], [0.97, 0.53, -2.59], [1.67, 3.08, -1.14], [0.18, 2.67, -1.92], [-1.91, 0.67, 0.98], [-1.96, 2.40, 0.77], [-1.43, 0.78, -1.73], [-2.28, 2.34, -1.52], [-3.73, 0.17, -1.93], [-3.38, -0.20, -0.27], [-4.17, 2.36, 0.16], [-5.15, 1.93, -1.29], [-4.98, 0.03, 1.07], [-5.96, 1.46, 1.19], [-7.82, -0.48, -2.35], [-6.35, -1.38, -2.94], [-7.62, -2.17, -1.99], [0.00, 4.07, 1.29], [1.70, 3.61, 1.32], [0.61, 3.93, 3.54], [2.76, 2.75, 3.13], [1.88, 1.20, 3.45], [1.92, 2.47, 4.67], [-0.58, -2.68, 2.32], [-1.61, -1.29, 2.11], [-1.11, -0.18, 5.02], [1.62, -3.56, 3.02], [1.32, -4.24, 1.44], [2.99, -4.29, 2.09], [4.14, -2.63, 1.26], [-1.59, -2.77, -1.06], [1.12, -3.62, -3.03], [0.57, -3.96, -1.28], [2.24, -3.47, -1.65], [3.81, -0.05, -4.54], [4.20, 1.39, -3.55], [5.28, 0.03, -3.54], [1.73, -5.38, -3.06]],
  "energy_ha": -2615.58279,
  "total_charge": 1,
  "homo_lumo_gap_ha": 0.2202,
  "homo_ev": -11.07
}